[1]
ORCA calculation (wB97M-V/def2-TZVPD) on a single C17H23BrN2O4S molecule.

LUMO: 0.0120 Ha
HOMO energy: -9.370 eV
Kohn-Sham gap: 9.70 eV

Geometry (Å):
C  -6.28  -1.42  1.02
C  -5.15  -0.41  0.93
C  -3.79  -1.08  1.16
C  -2.65  -0.07  1.03
N  -2.70  0.57  -0.26
C  -1.82  0.39  -1.26
O  -1.99  0.81  -2.39
C  -0.54  -0.33  -0.92
C  -0.22  -1.51  -1.59
C  0.99  -2.14  -1.36
C  1.89  -1.58  -0.48
Br  3.55  -2.42  -0.18
C  1.59  -0.40  0.17
S  2.74  0.33  1.35
O  3.05  -0.65  2.35
O  2.19  1.58  1.77
N  4.08  0.54  0.37
C  3.99  1.68  -0.51
C  5.11  1.57  -1.55
O  6.37  1.49  -0.93
C  6.45  0.38  -0.06
C  5.38  0.46  1.03
C  0.38  0.23  -0.05
C  -3.95  1.25  -0.52
C  -5.12  0.28  -0.43
H  -7.24  -0.93  0.87
H  -6.17  -2.19  0.26
H  -6.30  -1.90  2.00
H  -5.29  0.35  1.71
H  -3.76  -1.54  2.16
H  -3.65  -1.88  0.42
H  -1.69  -0.57  1.17
H  -2.76  0.70  1.81
H  -0.93  -1.93  -2.29
H  1.23  -3.06  -1.87
H  3.01  1.66  -1.00
H  4.09  2.62  0.05
H  5.14  2.45  -2.19
H  4.94  0.67  -2.17
H  7.44  0.40  0.38
H  6.31  -0.56  -0.63
H  5.38  -0.43  1.65
H  5.55  1.35  1.65
H  0.19  1.15  0.47
H  -3.88  1.69  -1.52
H  -4.07  2.05  0.21
H  -6.06  0.82  -0.60
H  -5.03  -0.47  -1.22



[2]
ORCA calculation (wB97M-V/def2-TZVPD) on a molecular structure, C17H23CdN4O3.

LUMO: 0.0981 Ha
HOMO energy: -2.296 eV
charge: -1
Kohn-Sham gap: 4.96 eV

Geometry (Å):
Cd  0.34  -0.88  1.35
O  2.77  0.36  1.51
C  3.06  1.58  0.86
C  2.49  2.82  1.55
C  0.96  2.84  1.69
C  0.26  2.58  0.39
C  0.02  3.60  -0.53
C  -0.58  3.29  -1.73
C  -0.93  1.98  -2.00
C  -0.66  1.01  -1.04
N  -0.08  1.32  0.13
H  2.46  0.50  2.43
H  2.67  1.51  -0.16
H  4.15  1.70  0.78
H  2.82  3.69  0.97
H  2.94  2.92  2.54
H  0.66  3.81  2.09
H  0.65  2.07  2.40
H  0.31  4.62  -0.29
H  -0.78  4.07  -2.46
H  -1.40  1.69  -2.93
H  -0.88  -0.06  -1.16
N  -1.74  -0.36  2.73
N  -1.32  0.32  3.88
C  0.05  0.28  4.25
O  0.31  0.63  5.40
O  0.88  -0.09  3.35
H  -2.39  0.20  2.19
H  -2.13  -1.27  2.91
H  -1.93  0.30  4.68
C  1.16  -3.88  1.40
C  0.40  -4.21  0.16
C  0.39  -5.52  -0.30
C  -0.29  -5.93  -1.44
C  -1.00  -4.95  -2.14
C  -1.02  -3.63  -1.74
C  -1.78  -2.60  -2.52
C  -0.32  -3.18  -0.55
N  -0.43  -1.89  -0.24
H  1.64  -4.78  1.80
H  0.52  -3.47  2.19
H  1.95  -3.14  1.22
H  0.95  -6.26  0.27
H  -0.28  -6.96  -1.77
H  -1.54  -5.22  -3.04
H  -2.29  -3.06  -3.37
H  -1.11  -1.82  -2.89
H  -2.51  -2.09  -1.89



[3]
ORCA calculation (wB97M-V/def2-TZVPD) on a molecular structure, C17H23CeF5NO3P2.

LUMO (spin up / spin down): -0.4710 / -0.4728 Ha
HOMO energy (spin up / spin down): -17.250 / -17.250 eV
charge: +3
Kohn-Sham gap (spin up / spin down): 4.43 / 4.38 eV

Geometry (Å):
Ce  -0.73  0.98  0.27
P  1.92  -2.02  1.40
C  1.82  -2.36  -0.41
C  1.11  -1.64  -1.57
N  0.35  -0.52  -1.47
C  -0.10  0.06  -2.62
C  0.06  -0.53  -3.87
C  0.76  -1.72  -3.96
C  1.30  -2.26  -2.80
C  -0.92  1.35  -2.53
P  -0.21  2.89  -1.67
H  1.87  -3.19  -2.82
H  -0.38  -0.03  -4.73
H  0.90  -2.22  -4.92
H  -1.08  1.74  -3.54
H  -1.93  1.13  -2.12
H  2.84  -2.40  -0.67
H  1.47  -3.41  -0.45
H  6.33  0.45  -0.56
O  7.14  0.16  -0.93
H  6.90  -0.66  -1.41
H  2.85  -1.03  1.84
O  1.35  0.28  1.28
H  1.87  1.00  1.65
C  1.15  3.40  -2.74
H  0.77  3.91  -3.64
H  1.78  4.10  -2.17
H  1.76  2.54  -3.04
C  -1.50  4.12  -2.08
H  -1.50  4.87  -1.28
H  -1.28  4.60  -3.04
H  -2.50  3.66  -2.11
C  0.25  -2.20  2.10
H  0.09  -3.23  2.45
H  0.16  -1.51  2.95
H  -0.55  -1.96  1.37
C  2.80  -3.48  2.05
H  2.93  -3.35  3.13
H  2.25  -4.41  1.86
H  3.80  -3.55  1.59
F  -5.35  1.32  5.40
C  -4.59  0.94  4.35
C  -4.76  -0.34  3.80
F  -5.67  -1.18  4.34
C  -4.00  -0.75  2.72
F  -4.12  -1.99  2.20
C  -3.07  0.14  2.15
O  -2.36  -0.22  1.08
C  -2.90  1.41  2.74
F  -1.91  2.26  2.20
C  -3.65  1.82  3.82
F  -3.47  3.04  4.36



[4]
ORCA calculation (wB97M-V/def2-TZVPD) on 10 unconnected molecules or ions with the total composition C17H23Cl28O2.

LUMO: 0.0547 Ha
HOMO energy: -2.350 eV
charge: -1
Kohn-Sham gap: 3.84 eV

Geometry (Å):
C  2.74  0.35  0.76
C  2.17  1.88  0.41
C  1.30  2.45  1.68
C  -0.17  1.75  1.87
O  -0.80  1.31  0.61
C  -2.25  1.68  0.80
Cl  -2.68  2.80  -0.63
C  -3.18  0.33  0.73
C  -4.71  0.72  1.57
C  -5.85  1.58  0.58
O  -4.98  2.24  1.81
H  2.00  -0.47  0.30
H  3.84  0.20  0.34
H  2.70  0.19  1.94
H  1.61  1.92  -0.62
H  3.12  2.59  0.29
H  1.20  3.63  1.61
H  1.90  2.25  2.69
H  -0.88  2.58  2.35
H  -0.18  0.85  2.65
H  -3.48  0.02  -0.36
H  -2.80  -0.56  1.40
H  -5.17  -0.13  2.37
H  -7.00  1.47  0.82
H  -5.45  2.38  -0.17
C  1.13  4.63  5.42
Cl  0.18  3.14  5.30
Cl  2.10  4.63  6.90
Cl  2.16  4.82  3.99
H  0.44  5.48  5.46
C  -0.19  7.10  2.11
Cl  -1.13  8.51  1.61
Cl  -0.01  7.07  3.88
Cl  -0.96  5.61  1.55
H  0.80  7.16  1.66
C  0.67  -3.00  1.65
Cl  1.60  -3.87  0.42
Cl  0.11  -1.44  1.03
Cl  -0.70  -3.98  2.20
H  1.32  -2.82  2.51
C  -4.25  10.00  -0.18
Cl  -3.05  10.65  0.95
Cl  -3.47  8.98  -1.40
Cl  -5.50  9.09  0.69
H  -4.73  10.84  -0.69
C  4.48  -6.29  -0.19
Cl  3.17  -5.91  -1.31
Cl  6.05  -6.24  -1.01
Cl  4.47  -5.18  1.19
H  4.33  -7.31  0.19
C  -0.35  -7.00  -3.45
Cl  0.75  -5.70  -2.94
Cl  0.54  -8.50  -3.71
Cl  -1.63  -7.23  -2.24
H  -0.81  -6.70  -4.39
C  -1.69  -8.79  -7.10
Cl  -2.43  -9.67  -5.75
Cl  -2.66  -8.99  -8.57
Cl  -1.51  -7.07  -6.70
H  -0.70  -9.21  -7.28
C  -0.71  7.03  -3.17
Cl  0.23  5.53  -3.20
Cl  -0.76  7.69  -1.52
Cl  -0.03  8.22  -4.29
H  -1.73  6.81  -3.48
C  6.28  -10.52  -0.35
Cl  4.97  -10.13  -1.47
Cl  7.85  -10.47  -1.17
Cl  6.27  -9.41  1.03
H  6.13  -11.54  0.03



[5]
ORCA calculation (wB97M-V/def2-TZVPD) on a single C17H23FN4O2S molecule.

LUMO: -0.0576 Ha
HOMO energy: -7.935 eV
Kohn-Sham gap: 6.37 eV

Geometry (Å):
C  3.61  3.51  0.99
C  2.02  3.98  1.12
O  1.73  4.93  2.04
N  0.96  3.36  0.28
C  1.63  3.07  -1.08
C  1.95  4.35  -2.06
O  2.01  1.86  -1.49
C  0.29  2.14  0.81
C  -0.91  1.49  -0.17
C  -1.73  0.13  0.21
C  -2.86  -0.47  -0.84
C  -2.21  -0.67  -2.33
C  -3.35  -1.00  -3.50
F  -1.22  -1.79  -2.42
C  -1.37  -0.64  1.66
C  -2.15  -2.03  2.04
C  -1.39  -3.25  1.21
C  0.10  -2.86  0.66
C  0.93  -4.17  0.04
N  2.04  -3.55  -0.84
C  -0.23  -0.06  2.69
N  0.22  -0.63  4.03
S  1.44  0.52  4.56
N  1.52  1.71  3.28
C  0.54  1.33  2.20
H  4.23  4.15  0.22
H  4.09  3.58  2.07
H  3.73  2.38  0.66
H  2.03  3.95  -3.16
H  3.02  4.76  -1.73
H  1.08  5.13  -1.90
H  -1.19  2.03  -1.19
H  -3.24  -1.53  -0.48
H  -3.81  0.24  -0.88
H  -1.63  0.34  -2.61
H  -2.84  -1.73  -4.29
H  -4.33  -1.48  -3.05
H  -3.57  0.03  -4.03
H  -2.17  -2.28  3.20
H  -3.27  -1.98  1.67
H  -1.37  -4.17  1.97
H  -2.11  -3.59  0.34
H  0.81  -2.37  1.47
H  0.09  -2.07  -0.24
H  0.19  -4.79  -0.63
H  1.44  -4.78  0.90
H  2.54  -2.82  -0.25
H  2.71  -4.29  -1.16